Record 1
The following is a DFT calculation (ωB97M-V/def2-TZVPD) of C21H23FN4O6SSeV as an isolated structure.

The geometry in ORCA input format:
```
! wB97M-V def2-TZVPD RIJCOSX def2/J DEFGRID3
* xyz -2 4
V -0.344 -0.190 -0.257
O 2.881 -0.059 5.821
C 1.691 0.230 5.638
O 0.862 0.686 6.440
C 1.158 0.032 4.186
C -0.209 -0.108 3.928
C -0.669 -0.190 2.631
N 0.132 -0.109 1.559
C 1.462 0.001 1.792
C 1.992 0.065 3.074
C 2.277 0.169 0.540
O 3.503 0.328 0.572
O 1.566 0.191 -0.523
H -0.894 -0.151 4.762
H -1.725 -0.323 2.406
H 3.059 0.157 3.206
O -0.451 -0.346 -2.430
S 0.975 -0.311 -2.781
C 0.890 -0.694 -4.608
C 0.209 0.515 -5.201
C 0.995 1.713 -4.670
C 1.264 1.471 -3.187
H 0.331 -1.618 -4.720
H 1.910 -0.816 -4.968
H -0.819 0.546 -4.834
H 0.197 0.506 -6.294
H 0.442 2.641 -4.823
H 1.943 1.793 -5.213
H 0.579 1.996 -2.522
H 2.281 1.704 -2.892
C 1.309 3.094 1.810
N 0.663 4.042 0.920
C -0.094 3.579 -0.115
N -0.459 4.570 -1.034
O -0.424 2.424 -0.263
H 1.841 3.628 2.591
H 2.009 2.444 1.279
H 0.544 2.464 2.265
H 1.112 4.937 0.809
H -0.586 5.501 -0.670
H -1.205 4.274 -1.649
Se -4.822 0.448 -1.345
C -3.233 0.065 -0.714
N -2.195 -0.201 -0.249
F -3.878 -5.492 1.958
C -2.933 -4.642 1.430
C -1.943 -4.142 2.254
C -0.950 -3.357 1.706
C -0.930 -3.048 0.336
C 0.137 -2.263 -0.244
C -1.977 -3.552 -0.455
C -2.973 -4.341 0.080
H -1.943 -4.382 3.307
H -0.169 -2.971 2.348
H 0.328 -2.547 -1.285
H 1.061 -2.332 0.337
H -2.001 -3.299 -1.507
H -3.775 -4.731 -0.531
*
```

Results
Kohn-Sham gap (alpha / beta): 4.44 / 5.47 eV
Expectation value of S²: 3.783
LUMO (alpha / beta): 0.1425 / 0.1425 Ha


Record 2
The following is a DFT calculation (ωB97M-V/def2-TZVPD) of C15H14MoN10OS as an isolated structure.

The geometry in ORCA input format:
```
! wB97M-V def2-TZVPD RIJCOSX def2/J DEFGRID3
* xyz 2 3
Mo -0.049 -0.303 0.703
C 4.171 -0.617 -0.433
C 2.697 -0.477 -0.352
N 2.049 -0.353 0.770
N 2.770 -0.400 1.939
C 2.034 -0.238 3.002
N 2.603 -0.288 4.202
S 0.283 0.065 2.985
C 1.867 -0.494 -1.581
C 2.410 -0.623 -2.842
C 1.562 -0.641 -3.945
C 0.198 -0.522 -3.755
C -0.284 -0.394 -2.462
N 0.528 -0.386 -1.402
H 4.631 -0.441 0.531
H 4.575 0.077 -1.171
H 4.420 -1.631 -0.762
H 3.595 -0.452 4.277
H 2.061 -0.196 5.044
H 3.479 -0.712 -2.969
H 1.971 -0.747 -4.941
H -0.492 -0.530 -4.587
H -1.344 -0.298 -2.266
O 0.021 -2.313 0.700
N -1.244 -1.963 0.630
C -2.230 -2.778 0.643
C -2.031 -4.194 0.684
N -1.871 -5.330 0.712
C -3.539 -2.180 0.602
N -4.538 -1.623 0.528
N -4.610 2.998 0.501
C -3.303 2.732 0.476
C -2.822 1.394 0.495
N -1.520 1.190 0.448
C -0.665 2.228 0.401
C -1.154 3.521 0.413
N -2.452 3.764 0.443
H -5.307 2.275 0.535
H -4.909 3.961 0.506
H -3.482 0.539 0.551
H 0.406 2.007 0.358
H -0.485 4.371 0.388
*
```

Results
ΔE to the lowest compared entry with this formula, charge and spin: 0.000 eV
Kohn-Sham gap (alpha / beta): 6.94 / 6.51 eV
Expectation value of S²: 2.018
LUMO (alpha / beta): -0.2985 / -0.3137 Ha


Record 3
The following is a DFT calculation (ωB97M-V/def2-TZVPD) of C39H75Br9Hg2N4O4 as an isolated structure.

The geometry in ORCA input format:
```
! wB97M-V def2-TZVPD RIJCOSX def2/J DEFGRID3
* xyz 0 1
Hg -0.744 0.823 1.230
Hg 0.438 -0.186 -2.341
C -2.654 3.430 -2.177
C -1.930 2.345 -2.993
C -1.888 2.840 -4.472
C -0.893 3.989 -4.668
C 0.467 3.555 -4.160
C 0.559 2.912 -2.745
N -0.590 1.999 -2.530
O -0.634 1.563 -1.151
C 0.670 4.063 -1.743
C 1.893 2.156 -2.783
C -2.812 1.109 -3.104
H -2.381 3.474 -1.122
H -3.733 3.243 -2.179
H -2.639 4.459 -2.546
H -2.885 3.141 -4.793
H -1.520 2.114 -5.204
H -1.280 4.831 -4.088
H -0.845 4.253 -5.724
H 1.047 4.483 -4.178
H 0.993 2.955 -4.909
H 0.821 3.718 -0.721
H -0.236 4.679 -1.794
H 1.399 4.847 -1.960
H 2.091 1.605 -1.854
H 2.717 2.852 -2.948
H 1.963 1.481 -3.643
H -2.974 0.603 -2.142
H -2.341 0.348 -3.726
H -3.837 1.348 -3.386
C -4.493 1.894 3.509
C -3.725 2.122 2.209
C -4.417 3.235 1.384
C -3.887 4.609 1.785
C -2.367 4.703 1.721
C -1.689 3.667 2.637
N -2.296 2.338 2.448
O -1.612 1.340 3.219
C -1.760 4.207 4.083
C -0.210 3.628 2.245
C -3.915 0.889 1.340
H -4.322 2.610 4.320
H -4.336 0.919 3.974
H -5.581 2.001 3.430
H -5.465 3.428 1.613
H -4.236 3.122 0.314
H -4.186 4.745 2.829
H -4.329 5.389 1.163
H -1.981 5.709 1.912
H -2.049 4.612 0.674
H -1.374 5.227 4.148
H -1.274 3.634 4.873
H -2.803 4.307 4.397
H -0.111 3.246 1.219
H 0.526 3.057 2.822
H 0.222 4.626 2.360
H -3.484 0.007 1.825
H -3.360 0.931 0.392
H -4.961 0.741 1.074
C 0.345 -3.683 1.527
C -0.234 -2.272 1.768
C -0.519 -2.149 3.266
C 0.679 -1.794 4.116
C 1.591 -0.739 3.510
C 1.963 -0.894 2.021
N 0.688 -1.211 1.353
O 0.571 -0.822 -0.022
C 3.007 -2.069 1.877
C 2.570 0.483 1.644
C -1.590 -2.265 1.034
H 1.239 -3.919 2.103
H 0.513 -3.819 0.457
H -0.384 -4.436 1.842
H -0.893 -3.047 3.770
H -1.370 -1.475 3.430
H 1.325 -2.680 4.103
H 0.402 -1.508 5.129
H 2.481 -0.864 4.148
H 1.370 0.280 3.849
H 3.936 -1.504 1.813
H 2.851 -2.721 1.025
H 3.048 -2.589 2.832
H 3.559 0.636 2.070
H 1.854 1.272 1.862
H 2.771 0.337 0.578
H -2.090 -1.308 1.216
H -2.302 -3.015 1.373
H -1.393 -2.416 -0.026
C -0.365 -3.923 -5.034
C -0.356 -3.268 -3.629
C -0.510 -4.384 -2.561
C 0.833 -5.084 -2.278
C 1.966 -4.113 -2.064
C 2.142 -3.064 -3.124
N 0.835 -2.426 -3.358
O 0.960 -1.233 -4.201
C 2.842 -3.786 -4.312
C 3.195 -2.044 -2.637
C -1.616 -2.400 -3.454
H -1.333 -4.406 -5.207
H 0.311 -4.770 -4.916
H -0.196 -3.291 -5.901
H -1.189 -5.184 -2.852
H -0.727 -3.977 -1.573
H 1.089 -5.891 -2.983
H 0.671 -5.812 -1.470
H 2.859 -4.663 -1.756
H 1.755 -3.571 -1.127
H 2.152 -4.367 -4.918
H 3.666 -4.437 -4.010
H 3.393 -3.093 -4.956
H 4.141 -2.587 -2.536
H 3.036 -1.773 -1.585
H 3.403 -1.165 -3.241
H -1.459 -1.543 -2.799
H -2.485 -2.971 -3.137
H -1.794 -1.894 -4.408
C 7.076 -0.279 0.792
Br 6.591 -0.587 2.673
Br 8.191 1.368 0.680
Br 5.495 -0.085 -0.259
H 7.682 -1.093 0.420
C 1.491 2.379 6.345
Br 1.692 4.178 7.014
Br 0.001 1.460 7.200
Br 3.095 1.293 6.505
H 1.270 2.421 5.287
C 1.864 -7.030 3.165
Br 3.713 -7.642 3.459
Br 1.136 -6.341 4.859
Br 0.898 -8.505 2.380
H 1.835 -6.198 2.475
*
```

Results
ΔE to the lowest compared entry with this formula, charge and spin: 1.754 eV
Kohn-Sham gap: 6.32 eV
LUMO: -0.0239 Ha


Record 4
The following is a DFT calculation (ωB97M-V/def2-TZVPD) of a 6-piece molecular cluster, C30H52BO10 overall.

The geometry in ORCA input format:
```
! wB97M-V def2-TZVPD RIJCOSX def2/J DEFGRID3
* xyz -1 1
B -4.227 -0.784 -8.669
C -3.835 -1.974 -7.538
C -5.087 -2.460 -6.816
C -4.913 -3.258 -5.512
C -6.307 -3.805 -5.128
C -4.435 -2.425 -4.314
C -2.927 -2.309 -4.157
C -2.464 -1.613 -2.882
C -3.314 -1.241 -1.852
C -3.228 -2.015 -0.557
C -4.313 -0.133 -1.955
H -3.670 -1.010 -9.741
H -5.453 -0.795 -8.819
H -3.940 0.328 -8.217
H -3.109 -1.521 -6.861
H -3.330 -2.785 -8.074
H -5.745 -1.607 -6.619
H -5.626 -3.109 -7.514
H -4.267 -4.137 -5.618
H -6.794 -4.303 -5.966
H -6.286 -4.412 -4.221
H -6.930 -2.932 -4.898
H -4.911 -1.445 -4.305
H -4.798 -2.929 -3.407
H -2.467 -1.798 -5.007
H -2.474 -3.304 -4.108
H -1.388 -1.436 -2.828
H -3.755 -2.949 -0.751
H -2.165 -2.263 -0.422
H -3.636 -1.475 0.300
H -3.846 0.831 -1.785
H -5.086 -0.258 -1.185
H -4.855 -0.133 -2.904
O -2.369 2.299 -0.545
C -1.922 2.695 -1.587
O -1.777 1.906 -2.670
C -1.118 2.636 -3.727
C -1.364 4.102 -3.412
C -1.412 4.090 -1.887
H -0.062 2.381 -3.720
H -1.548 2.339 -4.681
H -0.612 4.761 -3.836
H -2.337 4.404 -3.805
H -0.425 4.201 -1.444
H -2.089 4.839 -1.481
O 1.234 -4.176 1.629
C 0.665 -3.174 1.947
O 0.733 -2.031 1.224
C 0.044 -0.968 1.906
C -0.930 -1.664 2.845
C -0.180 -2.949 3.188
H 0.784 -0.369 2.445
H -0.452 -0.335 1.174
H -1.198 -1.062 3.711
H -1.848 -1.906 2.308
H 0.482 -2.815 4.045
H -0.850 -3.786 3.361
O 2.842 -4.267 7.462
C 3.120 -3.353 6.744
O 2.255 -2.337 6.490
C 2.820 -1.439 5.518
C 4.323 -1.666 5.591
C 4.403 -3.142 5.965
H 2.410 -1.688 4.536
H 2.537 -0.419 5.767
H 4.840 -1.411 4.667
H 4.750 -1.067 6.388
H 4.386 -3.793 5.089
H 5.269 -3.366 6.581
O 1.658 3.933 -3.413
C 2.040 4.968 -2.952
O 1.452 5.574 -1.893
C 2.066 6.849 -1.642
C 3.448 6.757 -2.274
C 3.192 5.820 -3.453
H 1.450 7.625 -2.101
H 2.101 7.019 -0.569
H 3.857 7.725 -2.554
H 4.144 6.287 -1.577
H 2.863 6.358 -4.343
H 4.050 5.198 -3.690
O 6.835 -0.902 7.268
C 6.734 -0.317 8.306
O 5.539 0.084 8.799
C 5.728 0.851 10.000
C 7.095 0.435 10.527
C 7.849 0.122 9.235
H 5.687 1.911 9.741
H 4.921 0.628 10.693
H 7.566 1.196 11.146
H 7.000 -0.473 11.124
H 8.325 1.007 8.811
H 8.580 -0.671 9.357
*
```

Results
ΔE to the lowest compared entry with this formula, charge and spin: 0.615 eV
Kohn-Sham gap: 5.42 eV
LUMO: 0.0495 Ha


Record 5
The following is a DFT calculation (ωB97M-V/def2-TZVPD) of a 2-piece molecular cluster, C4H13N3 overall.

The geometry in ORCA input format:
```
! wB97M-V def2-TZVPD RIJCOSX def2/J DEFGRID3
* xyz 0 1
C -1.664 0.562 1.698
N -0.720 0.120 0.667
C -0.194 -1.181 1.125
C -1.369 -0.029 -0.667
H -1.072 0.724 2.643
H -2.568 -0.143 1.795
H -2.187 1.464 1.356
H 0.486 -1.569 0.396
H 0.382 -0.973 2.083
H -0.985 -1.906 1.401
H -0.635 -0.505 -1.323
H -1.642 0.987 -1.069
H -2.302 -0.650 -0.604
N 1.836 1.047 -0.520
C 2.214 0.408 -1.676
N 1.865 -0.788 -2.010
H 2.035 2.029 -0.453
H 1.114 0.655 0.080
H 2.818 0.988 -2.360
H 2.586 -1.239 -2.564
*
```

Results
ΔE to the lowest compared entry with this formula, charge and spin: 1.268 eV
Kohn-Sham gap: 9.69 eV
SMILES string: [H]/N=C/N.CN(C)C
LUMO: 0.0379 Ha


Record 6
The following is a DFT calculation (ωB97M-V/def2-TZVPD) of one molecule with the formula C5H8N2.

The geometry in ORCA input format:
```
! wB97M-V def2-TZVPD RIJCOSX def2/J DEFGRID3
* xyz 0 1
C -1.899 -0.354 0.508
C -0.724 0.186 -0.260
C -0.110 1.519 -0.025
N 0.515 0.308 0.487
C 1.694 -0.154 -0.217
C 1.777 -1.619 -0.103
N 1.809 -2.772 -0.032
H -1.973 0.123 1.489
H -1.762 -1.427 0.675
H -2.837 -0.206 -0.034
H -0.624 -0.198 -1.279
H 0.365 2.020 -0.869
H -0.511 2.190 0.731
H 1.689 0.095 -1.293
H 2.592 0.289 0.223
*
```

Results
ΔE to the lowest compared entry with this formula, charge and spin: 1.646 eV
Kohn-Sham gap: 10.83 eV
SMILES string: C[C@H]1CN1CC#N
LUMO: 0.0338 Ha


no.,E_tot (a.u.)
1,-5328.130965
2,-1668.592644
3,-25523.484526
4,-1951.509363
5,-324.428344
6,-304.775006